# 1
Below is a 2-piece molecular cluster, C31H31BF4O2S overall at a distorted geometry, with properties calculated with ωB97M-V/def2-TZVPD.

Its HOMO energy is -6.48 eV. Its calculated total energy is -2172.785622 hartree. The energy relative to the best compared isomer or geometry (same formula, charge and spin) comes out at 119.8 kcal per mole. The value obtained for the orbital gap is 0.0995 hartree.

ORCA input file:
```
! wB97M-V def2-TZVPD RIJCOSX def2/J DEFGRID3
* xyz 0 1
S -2.79051 -0.37079 -3.22233
F -4.08458 4.21453 2.07588
F -2.32876 5.37503 1.43387
F -2.24922 4.20195 3.30009
F 0.55198 4.87715 2.35726
O -0.80796 -1.99620 -0.34662
O 0.04736 -0.51558 -2.03234
C 3.36527 4.10524 0.15382
C -2.48116 1.70844 1.75496
C -2.36172 -0.94944 -1.64001
C 1.89434 0.35709 3.43861
C 0.51466 -4.03456 -0.65408
C -5.07678 -1.47578 -4.51215
C 2.05887 -1.52936 -2.69163
C 2.30634 2.03441 0.88915
C -2.71481 4.19323 2.01012
C 0.43641 -2.52519 -0.77653
C -1.26600 0.69294 -0.10071
C 2.27166 0.60187 0.94839
C -4.20035 -1.38289 -3.32456
C 3.29551 -1.25679 2.29571
C 2.42626 4.85675 0.88168
C -2.19289 2.97469 1.25317
C 1.82176 -0.49327 4.54341
C 1.45371 4.16663 1.60570
C 1.41437 -1.98061 0.21233
C 3.32997 2.71828 0.16977
C -1.00771 1.97383 -0.59592
C -1.48520 3.11453 0.06616
C 2.48846 -1.72054 4.54188
C 2.47451 -0.08838 2.21030
C -2.01602 0.57588 1.07004
C 1.37201 2.78800 1.62599
C 0.63280 -1.81772 -2.22335
C -0.11188 -2.58813 -3.31299
C -4.36744 -2.08381 -2.14695
C -3.31197 -1.84768 -1.20403
C 3.24018 -2.08935 3.41843
B -0.88846 -0.66838 -0.96433
H 2.54336 -0.71879 -2.12411
H 2.48375 -2.35743 5.44029
H -4.51705 -1.82074 -5.37939
H -1.30031 4.11073 -0.33213
H 3.80108 -3.03065 3.41336
H -5.52286 -0.50723 -4.73912
H -5.19093 -2.77537 -1.98239
H 0.38587 -4.30357 0.40755
H 4.09900 2.12381 -0.32872
H 2.01195 -1.20659 -3.74275
H 3.89770 -1.53010 1.42882
H 2.43395 5.94185 0.91671
H -3.07955 1.60989 2.66054
H 2.69180 -2.42639 -2.65649
H 1.45327 1.35057 3.49557
H 0.44442 -3.51854 -3.52432
H 1.27564 -0.88312 0.13687
H -1.14367 -2.82802 -3.02215
H -5.87015 -2.19135 -4.30576
H -3.28842 -2.33882 -0.23936
H 0.56626 2.28593 2.13943
H 1.52597 -4.36728 -0.94063
H 1.13790 -2.23384 1.24293
H -0.23135 -4.55564 -1.26357
H 2.67263 0.16535 0.02196
H -0.42194 2.09638 -1.50636
H 4.15926 4.62841 -0.38167
H -2.25635 -0.42033 1.44000
H -0.13351 -1.97675 -4.22935
H 1.26916 -0.16537 5.42930
H 2.45012 -2.27299 0.01677
*
```

Here are the Löwdin charges for atoms 1 to 2, given in e: 1.061, 0.112



# 2
Below is C34H31F15GeHgNSSi2 as an isolated structure, with properties calculated with ωB97M-V/def2-TZVPD.

Its HOMO energy (alpha / beta) is 0.47 / -1.76 eV. Its calculated total energy is -6074.458319 hartree. The energy relative to the best compared isomer or geometry (same formula, charge and spin) comes out at 0.0 kcal per mole. The expectation value of S² is 0.756. The value obtained for the orbital gap (alpha / beta) is 0.1269 / 0.2086 hartree.

ORCA input file:
```
! wB97M-V def2-TZVPD RIJCOSX def2/J DEFGRID3
* xyz -2 2
Hg -0.57412 -0.63419 1.31364
Ge 0.39790 2.95239 -1.32872
S 1.16429 1.33962 -0.25072
Si -0.43725 -3.18268 -1.35284
Si -2.64616 -3.44558 0.97479
F -4.59860 2.60157 -4.90185
F 0.88720 6.24823 -1.52525
F -3.04204 4.83160 -4.89656
F 0.87580 2.74762 -4.53621
F -3.95517 0.49259 -3.32284
F -1.80301 0.57877 -1.76248
F 5.18638 4.52881 -4.84356
F -0.86584 4.94131 -3.33773
F -1.67225 7.61068 2.12712
F -2.43004 5.04387 2.59220
F -0.01255 8.18094 0.05350
F 5.15692 5.10743 -2.18823
F 3.02349 4.50343 -0.70054
F 3.02169 3.34497 -5.99534
F -1.53210 3.07246 1.02172
N 2.08989 -3.74703 2.70726
C -2.04733 1.64688 -2.50862
C 2.57390 -2.97320 1.57942
C 3.00960 3.63079 -4.68446
C -1.20733 6.62021 1.35006
C 1.24255 0.75572 3.49824
C 3.19176 -4.26920 3.48047
C -0.36249 6.90818 0.29803
C -2.72035 3.78694 -4.11714
C 2.96628 4.21259 -2.00763
C 0.33764 -4.90972 -1.50042
C 2.64654 -0.05542 5.27151
C 0.90647 -2.01259 -1.94599
C -3.50995 2.65348 -4.11958
C -1.74592 -3.10880 -2.71445
C -3.18011 1.58097 -3.31704
C 1.90384 3.33742 -3.89955
C 1.08907 -3.03327 3.51817
C 4.08912 4.52454 -2.75323
C 0.86445 -0.53496 3.10986
C -1.09772 4.30609 0.76982
C 0.10399 5.87354 -0.49919
C 1.83906 3.62315 -2.55143
C 1.41687 -1.59228 3.85107
C -1.23002 2.76471 -2.48509
C -2.42367 -4.96684 2.08602
C -1.60580 3.81442 -3.29949
C -3.95153 -3.96695 -0.29570
C -0.22345 4.54994 -0.27817
C -1.04136 -2.90561 0.33328
C 4.10750 4.22978 -4.10360
C 2.11712 1.00596 4.54866
C -3.56100 -2.20316 2.05454
C -1.58676 5.31477 1.58914
C 2.28441 -1.34777 4.92229
H -4.13768 -3.19657 -1.04607
H -3.83747 -1.32467 1.46623
H 1.39284 -2.40136 -2.84719
H -2.44871 -3.94079 -2.64446
H 3.23438 -2.14416 1.87809
H 1.67497 -1.84683 -1.18774
H 2.38476 2.02622 4.80520
H 1.73275 -2.54263 1.03974
H -4.88966 -4.15896 0.23593
H -1.77942 -5.70047 1.59371
H 0.13290 -3.06490 2.99575
H 1.07028 -5.06418 -0.70298
H -4.46917 -2.64162 2.48434
H -1.25647 -3.15637 -3.69244
H 0.97718 -3.60487 4.44520
H 3.32360 0.12173 6.10044
H 2.67684 -2.18291 5.49656
H 0.49570 -1.02757 -2.16834
H -2.92407 -1.84263 2.86606
H -0.43697 -5.67540 -1.38585
H -3.38182 -5.44486 2.31571
H 2.81818 -4.88653 4.30107
H 3.84008 -3.48383 3.90720
H 0.84113 1.60145 2.94673
H 0.83563 -5.06667 -2.46269
H -2.31744 -2.17880 -2.67152
H -0.31275 -3.44741 0.95405
H -3.66474 -4.88202 -0.82111
H -1.94684 -4.69380 3.03168
H 3.12201 -3.62758 0.89603
H 3.82016 -4.89814 2.84349
*
```

Here are the Löwdin charges for atoms 1 to 2, given in e: 0.723, 0.527



# 3
Below is C4H11I2O4P2 as an isolated structure at a distorted geometry, with properties calculated with ωB97M-V/def2-TZVPD.

Its HOMO energy is -12.67 eV. Its calculated total energy is -1737.859481 hartree. The energy relative to the best compared isomer or geometry (same formula, charge and spin) comes out at 4.6 kcal per mole. The value obtained for the orbital gap is 0.2792 hartree.

ORCA input file:
```
! wB97M-V def2-TZVPD RIJCOSX def2/J DEFGRID3
* xyz 1 1
I 0.92896 -0.11804 -3.29196
I 3.51862 -1.70099 -0.51673
P -0.40516 -1.12233 0.42645
P 1.64999 -0.30365 -1.00694
O 2.68865 1.63949 -0.98499
O 0.40015 -1.72812 -0.74130
O -0.32527 -2.05523 1.65339
O -1.92307 -0.92185 0.12791
C 3.73418 1.82025 -1.85506
C 0.65975 0.36665 0.42953
C -2.48440 -0.07848 -0.89161
C -1.39668 -2.35830 2.57349
H 0.21221 1.33057 0.19643
H -3.47437 -0.48625 -1.09894
H 4.54346 1.08901 -1.69930
H -1.85227 -1.45075 2.96425
H -2.57973 0.94025 -0.51615
H -2.14717 -2.96886 2.07574
H 4.13733 2.81734 -1.64513
H 1.30142 0.49164 1.30107
H -1.88676 -0.09504 -1.80246
H -0.93026 -2.92166 3.37982
H 3.40973 1.79618 -2.90613
*
```

Here are the Löwdin charges for atoms 1 to 2, given in e: 0.732, 0.726